[1]
A 15-piece molecular cluster, C22H74N12O15 overall in a non-equilibrium geometry, computed with wB97M-V/def2-TZVPD.

The geometry in XYZ format:
```
123
Properties=species:S:1:pos:R:3:forces:R:3
C 0.254 -6.165 2.125 1.3 0.3 -0.7
C 0.081 -5.005 3.077 -0.3 -2.1 0.5
O 0.375 -3.780 2.577 1.0 1.6 -2.6
H 1.301 -6.526 1.955 -0.7 0.8 0.2
H -0.199 -5.979 1.163 -0.2 0.0 -0.3
H -0.238 -6.985 2.568 -0.8 -1.1 0.5
H 0.790 -5.156 3.862 0.0 -0.5 1.3
H -0.958 -4.963 3.387 -0.2 -0.5 0.6
H 0.422 -3.190 3.300 0.1 1.2 0.8
C 0.794 1.540 5.606 1.4 0.0 2.4
C -0.002 1.374 4.368 2.2 -1.8 0.1
O 0.792 0.670 3.372 -1.1 0.9 0.4
H 0.134 1.959 6.324 -0.9 0.5 0.9
H 1.637 2.240 5.669 -0.1 0.0 -1.1
H 1.214 0.660 6.180 -0.8 0.2 -1.3
H -0.287 2.292 3.982 0.0 1.9 -1.1
H -0.938 0.934 4.628 -0.7 -1.2 -0.2
H 1.035 -0.176 3.726 0.3 -0.7 0.3
C 1.524 1.424 -5.644 0.1 -3.0 -1.2
C 0.326 0.546 -5.249 0.8 1.1 -2.1
O 0.229 0.535 -3.893 0.8 0.5 1.9
H 1.308 2.390 -5.397 -0.5 2.7 0.8
H 1.645 1.409 -6.715 -0.2 0.1 -0.6
H 2.497 1.092 -5.307 0.1 -0.3 0.7
H 0.362 -0.474 -5.579 0.5 -0.6 -0.6
H -0.556 0.995 -5.734 0.1 0.1 0.2
H -0.452 -0.091 -3.682 -0.9 -0.8 0.7
C -2.157 -1.608 -5.982 -2.4 1.4 0.5
C -2.611 -1.900 -4.529 -1.1 0.0 -1.3
O -1.902 -1.092 -3.672 1.0 0.9 1.7
H -2.167 -0.515 -6.161 0.4 -0.4 0.6
H -2.890 -1.882 -6.747 0.1 -0.8 0.3
H -1.208 -1.994 -6.175 1.5 -0.7 -0.5
H -2.497 -2.957 -4.266 0.1 -0.2 -0.2
H -3.669 -1.662 -4.398 -0.2 -0.1 -0.3
H -2.390 -0.832 -2.852 0.3 -0.4 -1.1
C -3.151 2.789 3.775 -1.6 1.4 0.7
C -3.653 1.511 3.214 -1.2 0.4 1.5
O -2.959 1.140 2.157 3.5 -1.2 -4.1
H -4.016 3.130 4.400 1.1 0.0 0.2
H -3.103 3.597 3.006 0.3 -0.8 0.3
H -2.226 2.697 4.323 0.0 0.3 0.2
H -4.614 1.691 2.838 -2.2 0.3 0.2
H -3.679 0.631 3.833 -0.3 0.1 1.5
H -3.050 0.179 2.009 0.2 -0.3 -0.3
C 3.797 3.380 2.798 0.0 -3.0 -2.1
C 2.669 3.076 1.784 -0.7 -0.7 1.6
O 2.547 4.016 0.770 0.7 0.1 -0.9
H 3.833 4.348 3.119 -0.1 2.7 0.6
H 4.731 3.098 2.319 0.4 0.4 -0.1
H 3.773 2.747 3.666 -0.5 -0.4 0.5
H 1.723 3.089 2.300 -0.7 0.2 1.0
H 2.641 2.024 1.433 0.9 0.6 -0.2
H 2.310 3.482 -0.013 0.0 0.7 0.2
C 4.128 0.016 2.516 -0.4 -1.1 -0.8
C 4.041 -1.497 2.528 -0.5 0.6 -0.1
O 2.714 -1.854 2.178 -0.9 1.8 0.8
H 4.152 0.345 1.499 -0.2 0.2 -0.9
H 4.999 0.405 2.923 1.8 0.4 1.1
H 3.316 0.534 2.973 -0.8 -0.1 0.5
H 4.249 -2.014 3.439 0.4 0.2 1.1
H 4.681 -1.948 1.800 0.8 0.0 -0.7
H 2.761 -2.698 1.807 -0.3 -2.3 -1.0
C -1.391 -3.553 -0.533 -6.8 -1.0 4.4
O -2.487 -3.526 0.329 4.5 0.1 -3.6
N -0.193 -3.567 -0.085 2.5 -0.7 1.3
N -1.514 -3.726 -1.813 -0.5 0.1 -4.8
H -0.082 -3.637 0.952 0.3 -0.1 -1.0
H 0.520 -3.819 -0.781 0.7 -0.1 1.0
H -2.410 -4.008 -2.220 0.5 0.6 0.6
H -0.772 -3.464 -2.532 -1.3 -0.5 1.8
C -0.896 3.887 -3.887 -0.7 0.5 -6.8
O -0.566 3.884 -5.270 -1.1 -0.1 7.0
N -1.687 4.775 -3.324 -2.5 4.2 -2.5
N -0.672 2.917 -3.031 2.1 -4.1 0.9
H -2.261 5.451 -3.954 1.9 -1.7 1.5
H -1.997 4.700 -2.344 0.1 0.0 -0.4
H -0.258 2.015 -3.427 -0.5 1.2 0.6
H -1.275 2.702 -2.185 0.9 0.9 -2.1
C 2.460 1.834 -1.540 3.1 -2.9 5.2
O 3.309 1.106 -0.745 -3.3 2.1 -3.0
N 2.803 2.231 -2.685 4.4 -0.6 -4.4
N 1.355 2.352 -1.109 -2.4 -0.7 3.1
H 3.626 1.720 -2.991 0.0 0.6 -0.3
H 2.285 2.644 -3.416 -1.1 0.4 -0.3
H 0.868 1.753 -0.391 0.9 1.2 -0.7
H 0.775 2.891 -1.716 -0.3 0.2 -0.7
C -2.264 3.282 -0.390 -0.6 6.0 -3.2
O -2.425 4.540 -0.853 0.0 -5.1 2.9
N -1.578 2.990 0.683 0.8 1.9 4.2
N -2.521 2.208 -1.072 -3.3 -2.4 -2.7
H -1.259 3.879 1.122 -0.2 -1.1 -0.1
H -2.055 2.277 1.316 0.4 0.8 -0.5
H -3.307 2.198 -1.740 0.9 0.3 0.4
H -2.113 1.258 -0.960 0.3 0.5 0.5
C 3.392 -2.774 -1.165 -9.0 -5.6 1.7
O 2.624 -3.957 -1.040 3.0 4.8 -0.6
N 4.596 -2.747 -1.390 12.5 -3.3 -1.1
N 2.911 -1.598 -1.038 -5.6 3.5 1.5
H 5.185 -3.697 -1.414 -2.1 3.0 0.0
H 5.186 -1.901 -1.137 -1.3 -1.6 -0.7
H 1.869 -1.493 -0.712 2.8 -0.3 -1.1
H 3.400 -0.687 -0.954 -0.1 -0.5 -0.3
C -0.135 -0.128 0.067 -1.6 1.3 -4.2
O -0.847 -0.066 -1.106 2.3 -0.6 4.9
N 0.584 -1.154 0.449 -0.6 -2.7 -0.4
N 0.091 0.961 0.781 -2.7 2.2 -1.4
H 0.221 -2.080 0.115 0.7 1.2 0.3
H 1.276 -1.200 1.199 -0.3 0.7 0.0
H -0.578 1.793 0.555 1.7 -1.5 0.8
H 0.458 0.894 1.696 0.5 -0.2 1.1
C -2.061 -1.755 3.151 0.4 -1.1 -1.4
O -2.994 -1.540 2.085 -0.8 1.7 2.3
H -2.020 -2.842 3.392 0.0 0.7 -0.1
H -2.272 -1.193 4.049 -0.6 0.3 0.0
H -1.106 -1.408 2.754 0.4 -0.2 0.4
H -2.780 -2.076 1.334 0.6 -1.5 -1.1
C -3.669 -0.945 -0.851 0.2 0.8 1.4
O -3.966 -0.167 -1.983 0.5 0.0 -1.3
H -2.718 -1.469 -0.843 -0.1 0.3 -0.9
H -4.420 -1.650 -0.618 -1.0 -0.9 0.1
H -3.600 -0.235 -0.036 0.0 -0.1 0.6
H -4.910 -0.061 -2.087 -0.2 -0.1 0.1
```
Forces are in eV/Å.

Summary:
**Calculated total energy**: -72603.6362 eV
**Energy relative to the best compared isomer or geometry (same formula, charge and spin)**: 40.1 kcal/mol
**HOMO energy**: -8.07 eV

---

[2]
C42H116AlF2N12O18S2 as an isolated structure in a non-equilibrium geometry, computed with wB97M-V/def2-TZVPD.

The geometry in XYZ format:
```
193
Properties=species:S:1:pos:R:3:forces:R:3
Al -16.387 5.616 -0.315 -0.3 -0.6 1.2
N -17.764 7.399 1.449 -2.2 3.9 -0.7
S -17.572 8.120 2.843 2.5 -2.5 7.3
O -18.757 8.104 3.751 2.5 0.1 -2.4
O -16.601 9.179 2.976 -1.5 -0.6 -0.6
F -16.682 6.852 3.442 -0.8 0.8 -0.4
S -18.748 8.735 0.931 -1.7 1.4 -4.4
O -17.955 9.915 0.583 -1.7 -2.0 1.0
O -20.069 8.936 1.507 2.3 -0.7 -0.4
F -19.085 8.084 -0.505 0.4 0.0 0.8
N -16.851 3.477 3.467 0.0 -0.5 0.1
O -16.524 4.119 2.487 2.0 0.4 -1.8
O -17.999 3.683 3.820 -3.1 0.3 1.2
O -16.167 2.674 4.065 1.0 -0.2 0.0
C -12.389 7.083 2.775 -0.8 1.4 0.2
C -13.364 6.961 1.602 -0.5 -1.0 0.5
C -12.623 6.769 0.304 0.0 -0.1 0.6
O -13.559 6.609 -0.727 -0.3 -0.2 0.6
C -13.111 6.960 -1.986 0.0 0.0 -1.5
N -14.211 5.822 1.904 -0.4 -0.7 -0.6
H -11.694 6.256 2.920 0.1 0.1 -0.6
H -12.972 7.111 3.696 0.0 0.2 0.1
H -11.933 8.065 2.650 0.7 -0.1 0.3
H -14.133 7.722 1.469 0.7 0.9 0.2
H -11.982 5.895 0.423 0.1 -0.4 -0.3
H -11.937 7.602 0.154 -0.2 0.4 -0.3
H -13.832 6.541 -2.688 0.1 -0.1 -0.2
H -12.119 6.574 -2.219 0.1 -0.2 0.1
H -13.090 8.030 -2.195 0.0 0.3 0.4
H -13.640 5.031 2.164 0.1 -0.8 -0.5
H -14.705 5.982 2.770 -0.8 0.3 0.1
C -21.270 5.936 1.421 -1.1 -0.5 0.4
C -20.407 4.658 1.638 -1.9 2.0 -1.9
C -20.779 3.448 0.777 0.4 -2.0 0.6
O -19.956 2.240 1.192 -1.3 1.8 -1.7
C -20.425 1.618 2.345 0.0 -0.4 1.5
N -19.083 5.031 1.307 1.0 -0.9 1.2
H -22.342 5.758 1.508 -0.1 -0.4 -0.2
H -21.125 6.468 0.481 0.3 -0.3 -0.2
H -21.131 6.678 2.208 0.6 -0.1 0.2
H -20.389 4.459 2.710 -0.5 -0.6 0.4
H -20.603 3.569 -0.292 0.8 0.4 0.2
H -21.840 3.201 0.748 -0.1 -0.2 0.9
H -20.134 2.211 3.212 -0.4 0.2 0.3
H -19.955 0.653 2.532 0.5 0.0 -0.6
H -21.486 1.372 2.375 -0.3 0.5 -0.3
H -18.595 4.380 1.905 1.6 -0.1 -0.3
H -18.868 5.973 1.602 0.2 0.2 0.0
C -20.867 16.266 -1.364 -0.3 -0.3 0.0
C -19.518 16.196 -0.630 -1.1 0.9 -1.1
C -19.267 14.769 -0.093 0.4 -0.5 -1.1
O -19.313 13.766 -1.147 0.8 -0.6 0.0
C -18.870 12.435 -0.721 -0.8 1.7 0.4
N -18.453 16.832 -1.481 0.3 -1.4 1.4
H -21.703 16.306 -0.667 0.0 -0.1 0.2
H -21.010 15.386 -1.991 0.1 0.1 -0.2
H -20.968 17.161 -1.978 0.2 0.0 0.0
H -19.646 16.851 0.231 0.3 -0.2 0.4
H -20.020 14.414 0.611 -0.2 0.7 0.4
H -18.301 14.790 0.410 0.2 -0.4 0.1
H -19.535 12.051 0.053 -0.1 0.1 0.3
H -17.881 12.520 -0.272 0.2 -0.2 -0.2
H -18.933 11.701 -1.525 0.2 0.5 -0.3
H -17.771 16.129 -1.728 0.0 0.2 -0.4
H -18.745 17.372 -2.284 -0.4 -0.4 0.1
C -14.759 11.301 -1.055 0.5 0.7 0.4
C -14.316 10.218 -0.078 -0.2 -1.1 -0.8
C -14.050 10.653 1.374 -0.3 0.5 -0.5
O -13.217 11.823 1.445 -1.8 -0.2 0.8
C -11.837 11.644 1.396 0.6 0.0 -0.9
N -15.368 9.163 -0.152 0.0 0.0 0.4
H -14.995 10.877 -2.031 0.5 -0.1 -0.1
H -13.964 12.045 -1.102 -0.1 0.2 -0.4
H -15.687 11.811 -0.797 0.0 0.0 0.6
H -13.412 9.759 -0.478 0.3 0.0 -0.1
H -13.674 9.890 2.055 0.4 -0.4 -0.4
H -15.052 10.820 1.768 0.1 0.9 0.3
H -11.290 12.411 1.944 -0.4 0.1 0.4
H -11.550 11.801 0.356 0.5 -0.4 -0.2
H -11.499 10.673 1.756 -0.1 -0.2 0.0
H -16.234 9.635 0.069 -0.2 0.0 0.9
H -15.582 9.019 -1.128 0.6 -0.4 -0.6
C -16.015 16.269 0.904 0.4 -0.4 0.7
C -15.174 15.287 1.727 -0.5 0.1 0.7
C -15.885 13.954 1.906 -0.1 0.2 1.1
O -17.040 14.058 2.744 0.9 1.0 -0.3
C -17.479 12.802 3.122 -1.0 -0.5 -0.5
N -13.887 15.078 1.105 -0.1 0.4 -1.0
H -16.976 16.480 1.373 0.1 0.0 0.1
H -16.230 15.783 -0.047 0.1 0.3 -0.3
H -15.462 17.202 0.802 -0.1 0.0 -0.4
H -14.933 15.702 2.705 -0.5 0.0 0.3
H -15.179 13.289 2.404 0.2 -0.3 0.0
H -16.139 13.493 0.952 -0.1 0.0 -0.4
H -16.672 12.150 3.457 0.1 -0.1 0.3
H -17.959 12.346 2.256 0.0 -0.6 -0.3
H -18.280 12.882 3.856 0.3 0.2 0.3
H -14.126 14.977 0.129 0.6 -0.2 -0.5
H -13.437 14.222 1.397 -0.1 -0.2 0.1
C -15.547 6.260 6.303 1.3 0.1 1.1
C -14.311 5.354 6.560 -0.5 1.2 1.4
C -14.538 4.477 7.779 -0.7 0.4 1.5
O -14.496 5.205 9.005 1.1 0.9 -0.7
C -14.408 4.480 10.195 -0.5 0.8 1.0
N -14.024 4.572 5.419 -0.3 -0.8 -1.4
H -15.812 6.783 7.222 0.2 0.0 0.2
H -16.434 5.662 6.092 0.1 0.0 -0.8
H -15.243 7.044 5.611 -0.6 -0.3 -0.5
H -13.414 5.938 6.764 -0.1 0.5 0.2
H -13.797 3.678 7.816 -0.2 -0.4 -0.1
H -15.588 4.184 7.804 0.0 -1.2 -0.8
H -13.453 4.030 10.465 0.2 -0.5 -0.8
H -15.251 3.803 10.330 0.1 -0.4 -0.1
H -14.510 5.241 10.969 -0.2 0.1 0.1
H -14.868 4.073 5.176 -0.1 -0.3 -0.4
H -13.350 3.850 5.630 0.3 0.0 0.0
C -20.773 6.888 6.983 -0.3 1.0 0.1
C -20.218 5.538 6.640 -1.4 0.0 0.5
C -21.146 4.459 7.374 1.6 -0.5 0.2
O -20.967 4.460 8.814 -0.5 0.7 -1.0
C -19.741 3.915 9.286 -0.2 0.0 -0.6
N -20.116 5.416 5.184 -0.1 -0.7 0.2
H -20.249 7.642 6.396 0.3 0.2 0.6
H -20.708 7.120 8.046 0.4 -0.1 0.0
H -21.829 7.046 6.762 -0.2 -0.5 -0.3
H -19.210 5.550 7.056 0.2 -0.6 0.3
H -20.947 3.464 6.975 0.4 -0.3 0.0
H -22.207 4.582 7.155 0.1 0.7 0.2
H -19.543 4.196 10.321 -0.5 0.2 -0.1
H -18.924 4.311 8.683 0.3 -0.3 0.0
H -19.804 2.828 9.243 0.3 -0.1 -0.2
H -19.661 6.209 4.754 0.0 0.6 0.1
H -19.541 4.636 4.900 0.0 -0.5 0.1
C -23.578 10.038 3.986 0.6 -0.4 0.3
C -22.972 8.801 4.620 1.2 -0.7 0.9
C -23.534 7.454 3.972 -0.4 1.2 -0.7
O -24.932 7.283 4.111 0.4 0.0 0.8
C -25.378 7.095 5.466 0.4 0.4 -0.7
N -21.490 8.900 4.587 -1.6 -0.1 -1.1
H -23.210 10.948 4.459 -0.2 -0.1 0.3
H -24.662 9.950 4.055 0.1 0.3 -0.5
H -23.164 10.098 2.979 -0.6 -0.1 -0.4
H -23.200 8.717 5.682 -0.3 0.2 0.2
H -22.925 6.612 4.300 -0.1 -0.3 0.4
H -23.430 7.563 2.892 0.3 -0.1 -0.1
H -24.793 6.297 5.922 -0.2 -0.2 0.2
H -26.450 6.898 5.428 0.2 -0.2 0.0
H -25.228 8.012 6.036 0.0 0.1 0.1
H -21.209 9.079 3.634 0.5 0.2 -0.2
H -20.944 8.124 4.933 -0.4 -0.1 0.0
C -17.942 0.705 -1.730 0.8 0.5 -1.0
C -17.464 2.199 -1.688 -3.1 0.8 -1.0
C -18.483 3.139 -2.406 -0.8 -0.2 -0.2
O -18.318 4.569 -2.150 -1.2 -0.1 -1.1
C -19.484 5.355 -2.747 1.5 -0.3 0.7
N -17.505 2.677 -0.322 2.2 -0.6 0.7
H -17.224 0.111 -1.164 0.1 -0.1 0.0
H -17.933 0.344 -2.758 0.2 -0.1 -0.1
H -18.932 0.449 -1.352 -0.1 0.7 0.3
H -16.519 2.335 -2.214 0.4 -0.2 0.6
H -19.477 2.859 -2.056 -0.2 0.0 0.5
H -18.586 2.953 -3.475 0.6 0.1 -0.3
H -19.876 4.987 -3.696 0.4 -0.5 0.1
H -19.090 6.353 -2.935 0.0 -0.1 0.2
H -20.312 5.419 -2.041 0.2 -0.1 0.2
H -18.373 2.448 0.141 -1.2 0.7 -0.4
H -17.019 1.911 0.122 1.3 0.3 0.9
C -20.666 9.793 -4.172 1.0 0.8 1.5
C -20.976 8.624 -3.228 -0.5 1.5 -0.8
C -21.957 8.968 -2.117 1.3 0.8 0.2
O -21.297 9.931 -1.261 -1.0 -1.1 0.3
C -22.204 10.405 -0.284 -0.1 1.8 0.1
N -21.542 7.631 -4.058 -0.8 -2.6 -0.5
H -20.234 10.587 -3.562 0.4 0.3 -0.2
H -21.500 10.265 -4.692 -0.3 -0.5 0.0
H -19.918 9.410 -4.866 0.0 0.4 -0.2
H -20.034 8.242 -2.834 0.0 0.2 0.3
H -22.258 8.071 -1.576 0.1 -0.1 0.2
H -22.850 9.415 -2.554 -0.2 0.1 -0.1
H -21.759 11.191 0.325 0.8 -0.2 -0.1
H -22.645 9.738 0.457 0.1 -0.9 -0.5
H -22.987 10.993 -0.762 -0.5 -0.4 -0.3
H -20.968 7.518 -4.882 0.0 -0.1 -0.1
H -22.452 7.896 -4.406 -0.2 0.1 0.1
C -18.617 10.548 5.956 -0.5 -0.3 -0.4
C -18.028 9.714 7.058 0.6 0.8 0.0
O -17.161 10.514 7.846 0.1 -0.3 0.8
H -19.406 9.936 5.519 0.0 0.3 -0.5
H -17.844 10.776 5.223 0.0 -0.2 -0.2
H -19.042 11.513 6.231 -0.1 -0.2 0.6
H -17.468 8.895 6.605 0.0 -0.3 -0.1
H -18.768 9.268 7.723 0.0 0.3 0.1
H -16.500 10.927 7.285 0.0 0.0 -0.2
```
Forces are in eV/Å.

Summary:
**Calculated total energy**: -133848.3114 eV
**Energy relative to the best compared isomer or geometry (same formula, charge and spin)**: 132.3 kcal/mol
**HOMO energy**: -9.97 eV
**Charge**: +1

---

[3]
C7H10BrNO2 in the gas phase in a non-equilibrium geometry, computed with wB97M-V/def2-TZVPD.

The geometry in XYZ format:
```
21
Properties=species:S:1:pos:R:3:forces:R:3
C -0.219 0.117 0.389 -1.2 -2.3 3.6
C 0.650 2.364 1.056 -2.6 -1.7 -2.7
C -0.882 2.454 0.920 -0.5 2.0 0.6
C -0.316 1.141 1.341 -0.2 2.9 1.5
C -0.281 -0.590 -1.884 4.0 9.5 1.1
C 0.978 -1.800 0.999 1.4 0.3 0.2
C -0.883 -1.767 -1.967 -3.0 -5.5 0.8
N -0.239 0.366 -0.846 1.0 -3.4 -7.4
O -0.221 -1.170 0.951 0.2 0.0 -0.6
O -0.703 -2.646 -3.005 0.2 0.5 0.3
Br 2.331 -0.801 2.174 -0.3 -0.3 -0.7
H 1.080 2.107 0.046 -0.1 0.8 1.4
H 1.225 2.895 1.740 0.7 0.6 1.3
H -1.519 2.967 1.698 1.3 -0.5 -0.4
H -1.404 2.685 -0.009 0.7 -0.6 -0.3
H -0.660 1.010 2.363 0.7 -0.9 -0.1
H 0.302 -0.183 -2.781 -1.2 -0.6 0.9
H 1.495 -2.104 0.074 -0.3 0.9 0.0
H -1.489 -2.067 -1.072 0.5 -0.4 -1.5
H 0.913 -2.665 1.577 -0.6 -1.4 0.9
H -0.158 -2.312 -3.763 -0.6 0.1 1.2
```
Forces are in eV/Å.

Summary:
**Calculated total energy**: -83041.8445 eV
**Energy relative to the best compared isomer or geometry (same formula, charge and spin)**: 6.0 kcal/mol
**HOMO energy (alpha / beta)**: -5.01 / -9.74 eV
**Spin multiplicity**: 3

---

[4]
A 2-piece molecular cluster, C3H7NO overall in a non-equilibrium geometry, computed with wB97M-V/def2-TZVPD.

The geometry in XYZ format:
```
12
Properties=species:S:1:pos:R:3:forces:R:3
C -0.756 0.155 -0.406 -0.9 -0.9 -1.3
C 0.469 0.343 0.396 1.1 1.2 0.1
C 0.801 -0.220 1.741 1.4 2.2 0.4
H -0.687 0.695 -2.449 0.8 -3.9 1.5
H -0.850 -1.436 -2.304 1.5 5.4 2.0
H -1.257 -0.701 0.031 -0.9 0.2 0.1
H -1.341 1.142 -0.443 0.5 -1.7 0.5
H 0.893 1.299 0.059 0.6 -0.2 0.7
H 1.619 0.436 2.273 -2.0 -1.4 -0.5
H 0.066 -0.775 2.406 1.1 0.3 -1.3
N -0.362 -0.226 -1.827 -2.2 -0.3 -2.6
O 1.405 -0.710 0.522 -1.1 -0.7 0.6
```
Forces are in eV/Å.

Summary:
**Calculated total energy**: -6757.8169 eV
**Energy relative to the best compared isomer or geometry (same formula, charge and spin)**: 113.8 kcal/mol
**HOMO energy**: -9.18 eV